[1]
4
Properties=species:S:1:pos:R:3:forces:R:3:nbo_charge:R:1 method="wB97M-V/def2-TZVPD" total_energy_ev=-46857.8689 multiplicity=1 smiles=ClP(Cl)Cl e_lumo_ha=0.01088
Cl 1.6589 -0.7937 0.2350 -0.71 0.36 -0.38 -0.329
Cl -0.1066 1.7974 0.2269 -0.20 1.12 0.79 -0.246
Cl -1.4288 -1.0314 0.2883 -1.73 -1.07 1.33 -0.226
P -0.1138 0.0259 -0.6498 2.64 -0.41 -1.74 0.802



[2]
174
Properties=species:S:1:pos:R:3:forces:R:3:mulliken_charge:R:1 method="wB97M-V/def2-TZVPD" total_energy_ev=-76455.0355 multiplicity=1 e_lumo_ha=0.00996
O 2.0803 -1.4061 -1.5960 -2.85 6.17 -5.73 -0.086
O -1.2966 -1.3019 0.2526 -8.19 3.09 -7.16 -0.719
O 3.6912 -2.4242 -1.8486 12.63 -2.17 -4.80 -0.641
O 2.2524 2.1578 5.0434 -1.19 -0.27 0.21 -0.634
O 0.3874 -1.6815 -0.6998 0.10 0.56 2.97 0.375
O -1.8107 -4.3083 3.4103 -0.23 -1.44 0.54 -0.712
O 3.1072 -3.6014 -0.2457 -0.18 -5.18 5.28 -0.809
O -2.0966 3.1859 2.2967 -0.91 4.16 -7.59 -0.137
O 2.4850 3.9142 -0.2163 2.10 1.36 -0.84 -0.718
O -1.2743 -0.0017 -3.7952 -2.63 0.80 -11.14 -0.490
N -1.7382 -1.8860 -0.9303 -2.73 -2.43 0.29 0.036
N -0.8030 1.2514 -4.1338 0.56 2.42 -1.86 -0.134
N 0.9239 2.2443 4.5037 -1.20 0.16 -0.78 1.255
C -1.2190 2.3135 -3.2112 -0.29 2.87 0.61 0.059
C -0.7955 3.7315 -3.7666 -1.23 -0.16 -0.10 -1.249
C 1.4875 -3.5643 -2.2447 -0.84 -0.84 -2.30 -1.249
C -3.9557 -0.5449 -0.9776 0.39 0.13 0.54 -1.572
C -0.6670 2.1337 -1.7906 -0.67 11.94 -7.72 3.884
C 0.0052 3.1704 5.2179 -0.78 0.86 0.98 1.085
C -2.7806 2.4243 -3.1762 -0.78 0.91 -1.32 -1.301
C 2.5883 1.7791 0.8882 1.33 0.56 -1.58 -1.034
C 1.7825 2.9933 0.5007 -2.74 -1.13 0.63 1.600
C 0.1631 -0.2211 1.2295 -1.46 -0.02 -4.19 -2.199
C -0.3770 2.7636 6.6882 0.97 -0.52 -0.81 -1.678
C -1.7760 0.3068 -2.0528 -6.72 -6.02 1.27 -0.570
C -1.8030 -2.3964 2.0311 0.63 -0.27 6.96 -0.469
C 0.3857 0.6140 -1.1197 6.42 -5.76 4.98 0.843
C -2.6134 -0.9850 -1.6670 -0.76 0.43 -1.56 1.175
C 0.3425 0.9634 3.9839 0.48 -0.93 0.63 1.974
C -2.9896 -1.6438 -3.0282 -0.08 -1.37 -0.20 -0.780
C 0.5522 1.2363 -4.7213 0.08 0.57 -0.11 1.901
C 3.7098 -1.3934 0.3041 3.56 0.51 -1.95 -1.290
C 1.1288 3.5741 1.7353 2.68 0.20 1.41 -1.306
C 0.5707 0.2327 -5.9117 0.85 -0.04 0.20 -2.156
C 2.2325 -3.7177 0.8899 -0.41 0.09 1.19 0.390
C -0.8423 -4.1734 -0.2395 -13.10 -0.57 -8.25 -0.224
C 0.8228 -3.8948 0.2869 11.46 0.03 5.71 -0.829
C 0.0837 -0.1349 5.0871 -0.54 0.77 0.24 -1.661
C -2.6778 -4.0488 -2.0328 0.08 1.23 -0.04 -0.942
C -1.0451 -3.6187 2.4356 -0.79 0.34 3.61 0.028
C -0.0727 -1.5704 -2.9456 5.62 -2.91 -1.30 0.708
C -2.0605 4.1080 0.1035 -0.09 1.14 -0.80 -1.672
C 4.5254 -1.6090 -0.9672 1.24 1.44 -0.25 0.273
C 0.8286 -0.4792 -0.1131 1.69 3.48 -0.91 -0.882
C -1.2998 1.7840 0.5460 -0.09 1.88 1.03 1.313
C 1.6822 0.8575 -3.7637 0.65 0.27 -0.35 -1.588
C 0.6322 4.5669 5.3652 1.33 -0.37 -0.21 -1.810
C 1.4393 -2.0477 -2.6861 0.47 -2.92 -3.03 -0.905
C -0.9177 1.3003 3.1841 -1.45 -1.21 3.55 -0.735
C 0.5793 3.8124 -4.2681 0.95 -0.48 0.47 -0.528
C -1.9316 2.1879 3.9629 0.02 -2.87 1.78 -0.476
C -2.0732 -3.3730 -0.7046 -3.06 0.10 -0.27 1.148
C -3.1438 -3.4652 0.4418 -1.12 -3.77 -2.80 -1.384
C -1.3727 3.2227 1.1125 -2.17 0.40 -2.42 -0.092
C 2.4574 -2.5186 1.8263 -0.19 0.76 2.79 -1.486
C 0.3343 -3.3223 3.0258 -3.40 0.03 -0.86 0.132
C 4.8229 -0.2880 -1.7251 0.55 -0.11 0.24 -0.834
C -1.2702 3.4423 4.3719 0.74 -0.29 1.45 -1.277
C 1.2825 0.3615 2.9368 4.96 0.12 9.27 -0.467
C 0.7971 2.6735 -5.2260 0.48 -0.18 -1.04 -1.427
C -3.4993 -3.0849 -2.9173 -0.01 0.32 1.05 -1.418
H -2.2697 1.3807 0.2551 -0.49 0.56 0.28 0.239
H 2.7694 2.3299 4.2531 0.29 0.09 0.02 0.385
H -0.7007 0.6348 -1.2057 10.96 -12.96 7.13 -0.982
H 1.9227 1.6591 -3.0654 -0.11 0.14 -0.02 0.200
H -0.8771 -0.0042 5.5852 -0.13 0.43 0.01 0.466
H 0.6599 0.5737 1.7858 -3.11 0.33 -4.55 0.051
H -2.7990 3.5675 -0.4885 -0.20 0.19 -0.04 0.173
H 0.7154 0.3387 -2.1215 -0.10 0.53 2.03 -0.888
H -3.6982 -3.4960 -3.9070 0.09 -0.07 -0.04 0.433
H -2.6189 -3.5956 1.3882 -1.75 -2.78 -2.80 0.541
H -3.2692 1.6018 -2.6538 -0.98 1.75 0.34 -0.236
H -0.4152 -2.0970 -3.8364 0.41 -0.14 -0.34 0.479
H 0.1311 2.7670 -6.0837 -0.15 0.38 -0.13 0.400
H 3.0597 1.2354 0.0695 0.13 0.56 -0.35 -0.183
H -2.4929 5.0367 0.4758 -0.24 -0.22 0.66 0.478
H -0.9122 4.5185 -3.0216 -0.47 -0.34 0.44 0.165
H 0.2372 -1.0564 1.9259 -2.10 -1.58 -2.14 -0.036
H 1.1046 -1.9466 -1.2802 -0.01 0.13 2.32 -0.509
H 0.4900 2.9034 2.3099 0.69 0.01 -0.25 0.282
H 3.4989 -2.2771 2.0382 -1.01 -0.99 2.21 0.728
H -0.0344 5.3113 5.8006 -0.20 -0.23 -0.11 0.368
H 1.8897 4.5931 -0.5425 -0.04 0.06 0.02 0.551
H -1.2928 4.4953 -0.5664 -0.12 0.06 -0.44 0.473
H -1.2652 -2.0220 1.1601 -1.23 -1.56 2.61 0.413
H -0.9674 -4.2338 1.5391 -2.48 -1.26 3.01 0.975
H -3.8022 -0.3501 0.0838 0.19 -0.03 0.14 0.338
H 3.4651 -3.1914 -1.3177 0.59 1.07 -0.49 0.720
H 3.8966 0.1292 -2.1201 0.19 0.01 -0.31 -0.178
H 0.6710 -0.7814 -5.5246 -0.18 -0.13 0.02 0.260
H -0.7726 0.1186 -2.4346 -2.45 -0.12 3.08 -0.125
H 3.3613 2.1383 1.5675 0.33 -0.18 0.11 0.610
H 0.8132 4.7759 -4.7211 -0.20 -0.01 -0.28 0.570
H 2.4734 -3.9595 -2.0001 -1.33 0.01 -1.52 1.320
H 2.6554 -1.2069 0.0999 2.99 -0.78 0.24 0.286
H -0.6445 1.7223 6.8674 -0.24 0.03 -0.44 0.282
H 2.0216 1.0232 1.4320 2.12 0.80 -3.54 0.116
H -4.7932 -1.2413 -1.0185 0.32 -0.45 -0.21 0.373
H -1.5111 -0.3582 -4.6545 -0.14 -0.25 -1.06 0.691
H 3.0027 -1.6696 -1.6308 -0.84 0.61 -1.06 0.522
H -1.7935 -3.6966 4.1500 -0.32 -0.10 0.30 0.624
H -2.2648 0.9152 -2.8138 -0.07 -2.53 3.12 0.999
H -3.1399 3.4034 -2.8593 0.18 0.04 0.08 0.478
H -0.6497 1.7950 -0.3289 -0.87 0.15 3.76 -0.592
H 5.6242 -0.3710 -2.4593 -0.51 -0.56 -0.66 0.383
H -0.8998 -0.0224 1.0920 1.31 -1.71 0.69 0.402
H 5.4717 -2.1076 -0.7576 -0.07 -0.19 0.03 0.502
H -4.4673 -2.9528 -2.4340 -0.30 -0.42 0.04 0.412
H -1.1014 -5.2205 -0.0825 -0.57 -0.32 -0.15 0.706
H 0.1805 -2.6176 3.8430 0.36 -0.34 0.24 -0.188
H -3.9051 -2.6905 0.5334 0.38 0.25 -0.20 0.161
H 0.5479 -3.0120 -0.2904 1.53 -0.58 2.89 0.204
H 1.5322 4.5253 5.9788 -0.04 -0.06 0.30 0.390
H 1.0154 4.9159 4.4063 -0.34 0.14 -0.24 0.322
H -1.0661 2.8983 -1.1241 0.41 0.45 -2.16 -0.742
H 0.7850 1.6169 -0.9690 2.20 -3.72 2.98 -0.816
H -0.4075 -3.8368 0.7016 -13.61 5.18 -10.57 -1.521
H 1.4794 0.3848 -6.4941 0.25 0.18 0.16 0.508
H 0.8286 -0.0890 5.8816 0.26 -0.06 -0.19 0.399
H 0.4226 2.1264 -1.7604 -1.87 3.54 -3.39 0.735
H -3.3765 -4.8519 -1.7985 0.20 -0.03 0.61 0.424
H 3.7247 -2.3070 0.8983 2.34 2.06 -2.92 0.418
H 0.5816 2.8818 7.1934 -0.29 0.26 0.72 0.420
H 1.0759 -4.2624 -2.9737 -0.15 0.29 -0.57 0.141
H 0.9353 2.7445 -0.1383 0.26 -0.12 0.52 -0.145
H 0.9146 -0.4951 2.3721 3.53 0.87 5.27 0.028
H 0.5162 4.4368 1.4734 1.79 0.98 0.50 0.951
H 1.8082 2.8054 -5.6114 0.18 -0.62 -0.17 0.419
H -2.8510 -2.6467 1.8663 1.43 3.04 2.24 0.173
H -1.3800 0.3166 3.1018 -0.31 -0.29 -0.04 -0.271
H 1.2390 3.7741 -3.4012 0.46 -0.33 0.00 0.146
H -0.4502 3.7631 1.3246 -2.70 -1.65 -0.54 -1.798
H -1.0096 1.1715 -1.4101 2.02 15.35 -6.64 -1.384
H 0.8365 -4.2476 3.3084 0.21 0.19 0.05 0.343
H 4.1363 -0.5787 0.8892 0.01 0.05 0.18 0.901
H 1.6174 1.1685 2.2851 -0.77 -0.08 4.04 -0.805
H -3.1396 2.2484 -4.1903 0.02 0.38 -0.40 0.660
H -2.9181 2.7193 2.1264 -0.27 0.37 -1.66 0.727
H -1.8601 -1.6911 2.8602 0.90 0.45 0.51 0.740
H -0.6451 -1.8823 -2.0720 -0.34 0.57 -1.27 0.175
H -1.0659 4.0617 3.4985 0.51 0.14 0.96 0.122
H 2.1250 -1.5733 1.3972 -0.42 -0.84 0.77 1.112
H -0.7909 1.5360 2.1275 0.59 1.49 3.70 -0.002
H -3.8398 -1.1519 -3.5006 0.16 0.74 0.12 0.605
H 0.0152 -0.5181 -3.2158 1.18 -3.33 0.61 -1.337
H 1.9242 3.8000 2.4455 0.20 0.65 0.05 0.479
H -2.3801 1.7204 4.8395 0.54 -0.67 0.54 0.490
H 2.1717 -0.0214 3.4377 0.94 0.60 0.77 0.511
H 1.9181 -0.4823 -0.1478 -2.30 1.61 0.91 -0.188
H 5.2898 0.4932 -1.1252 -0.41 -0.14 0.84 0.453
H 0.0528 -4.0443 1.0437 16.22 -4.69 9.75 -0.796
H 0.7001 -4.8036 -0.3023 2.67 -0.80 1.89 0.413
H 1.4127 -0.0161 -3.1701 1.52 0.52 -1.35 0.838
H 2.6035 0.7008 -4.3247 0.02 -0.28 -0.15 0.921
H -2.1613 -1.6111 -3.7359 -0.82 -0.63 0.53 0.160
H -0.2041 0.2418 -6.6783 -0.54 0.42 0.48 0.360
H -0.3565 -1.1798 0.1013 -2.62 -1.15 -0.15 0.321
H -0.8867 1.0407 1.2279 -1.39 2.36 -2.61 -0.720
H 3.0389 -4.4847 -0.6155 0.12 -0.75 0.26 0.679
H 1.8511 -2.5176 2.7322 3.39 -0.18 0.02 -0.167
H -1.1833 3.3964 7.0590 0.33 0.15 0.17 0.372
H 2.4111 -4.6108 1.4888 0.74 -0.32 -0.17 0.672
H -3.7169 -4.3782 0.2798 -0.27 -0.35 -0.39 0.501
H 2.0968 -1.9746 -3.5524 -0.26 0.25 -0.28 0.333
H 0.8697 -2.7914 2.2387 -3.06 -1.20 1.00 -0.488
H -0.0111 -1.1612 4.7326 0.47 0.31 -0.38 0.225
H 0.8553 -3.7083 -1.3686 2.01 0.56 -2.44 -0.158
H -2.0692 3.8996 4.9556 0.58 0.90 0.47 0.708
H -0.1546 -4.1208 -1.0837 -4.07 -0.63 -0.98 -0.074
H -1.4443 4.0181 -4.5942 -0.40 -0.17 -0.12 0.473
H -4.3847 0.3773 -1.3695 0.34 0.18 -0.36 0.233
H -2.7443 2.4545 3.2872 -0.82 -2.49 4.81 0.058
H -1.9075 -4.5604 -2.6098 0.47 0.36 -0.08 0.525
H -1.6465 0.9693 -1.1970 -11.54 -3.25 3.20 0.377